70
Properties=species:S:1:pos:R:3:forces:R:3 method="wB97M-V/def2-TZVPD" gap_ev=4.9 total_energy_ha=-1461.962435 charge=+1 spin_multiplicity=1 max_force_ev_per_a=1.60
H -5.0450 -2.0811 -0.4353 -0.075 0.261 0.098
H -4.0111 2.1172 -1.7550 0.144 -0.150 0.050
C 0.9352 4.6740 -0.4112 0.004 0.111 -0.205
C -0.7122 6.2045 0.4893 0.225 -0.280 -0.339
H 1.6050 -3.3440 0.5166 -0.351 0.015 0.184
C 3.0132 -6.0601 3.8266 0.364 0.614 -0.390
H -2.8468 -1.7171 -0.1109 0.093 0.515 -0.225
H 0.3096 -5.2317 3.9057 0.016 0.193 -0.139
H -2.0656 7.0971 -0.9533 0.284 -0.219 0.091
H 1.9693 -1.8004 -0.8774 -0.261 0.223 0.026
O -4.8752 0.0182 -0.5727 0.220 -0.390 0.179
N 0.3890 0.9840 -1.9632 1.028 0.137 -0.221
H -1.3364 -2.6565 0.7202 0.220 0.258 -0.263
H 2.9983 3.6026 -1.9927 -0.069 -0.009 -0.453
H 3.0466 -2.5482 2.1723 -0.146 -0.020 0.095
H -0.4011 -2.9866 4.8642 -0.068 -0.159 -0.082
C 2.7772 3.4489 -4.1910 -1.056 0.526 0.796
C 0.4967 -4.3027 3.3581 0.232 1.098 -0.569
C 1.3581 0.1083 -1.7174 -0.811 0.019 0.045
H -4.7491 -1.2324 1.1223 -0.112 0.081 -0.253
H -1.0313 -1.5127 2.4832 0.329 -0.038 0.102
C 0.6806 -3.1829 1.1033 0.395 1.010 -0.153
C 1.0960 4.2990 -2.8597 -0.245 0.445 -0.355
H -6.3339 -1.0636 0.2926 0.145 -0.126 0.034
C 2.3950 3.7439 -2.8897 0.697 -0.592 -0.671
H 2.2786 -6.3539 4.5802 0.177 0.063 -0.262
C -1.2162 -0.5322 -0.9205 0.564 1.252 -0.532
C -5.2601 -1.1755 0.1500 0.198 0.484 -0.326
C 1.9588 -3.7972 3.6196 -0.385 -0.405 0.284
C 2.9945 -4.8406 3.2684 -0.020 -0.671 0.612
C 0.3151 -4.4874 1.8350 -0.001 -0.358 0.040
C -0.1346 -1.4080 -0.6095 -0.059 -0.519 0.127
N 0.9955 -2.0853 2.0480 -0.563 -0.165 0.957
H -1.6254 2.5700 -2.3902 -0.125 -0.221 0.132
C -0.6671 5.7630 -1.8875 0.220 -0.246 -0.049
H 2.3664 0.3667 -2.0523 -0.289 0.014 0.060
H 0.2013 5.3205 -4.5572 0.043 -0.154 0.217
H -0.7224 -4.7682 1.6082 0.200 -0.063 0.059
C -0.4789 -3.1715 3.7873 0.022 -0.886 0.304
H 0.7554 5.1408 1.6783 -0.154 0.064 -0.321
C 0.5355 4.3244 -4.2431 0.585 -0.305 -0.809
C 0.3608 5.3207 0.6769 0.040 -0.072 -0.095
C 0.4476 4.8901 -1.7273 -0.309 0.225 0.594
H 2.3783 -1.6766 3.5719 0.034 -0.044 -0.320
C -3.2204 1.4015 -1.5408 0.357 -0.206 0.039
C -1.2261 6.4173 -0.7970 0.050 -0.113 -0.159
C 2.1866 -2.4823 2.8507 -0.815 0.518 -0.235
H -1.1820 -3.5277 -1.5048 0.287 -0.120 0.355
H 3.7661 -4.5214 2.5548 -0.235 -0.376 0.213
C -3.5661 0.1819 -0.8869 1.085 -1.128 0.347
H 0.1648 -1.1152 3.7319 -0.086 -0.082 -0.348
C -2.5681 -0.7766 -0.5971 -1.389 0.648 -0.003
C -0.1563 -1.8964 3.0276 1.112 0.570 -0.893
H 1.3535 2.9621 -5.7768 0.329 0.017 0.093
H 2.0213 -3.5681 4.6974 0.076 -0.211 -0.261
H 3.7932 -6.7817 3.5800 -0.269 0.166 0.058
H 0.9760 -5.2724 1.4515 -0.306 -0.083 0.199
H -1.0639 5.9331 -2.8900 0.057 0.023 0.367
C 1.6984 3.8072 -5.1690 -0.778 0.284 0.819
H 3.7305 3.0311 -4.5078 -0.130 0.087 0.238
H -1.1478 6.7225 1.3425 0.107 -0.134 -0.203
C 1.1369 -1.1192 -1.0494 -0.219 0.551 -0.120
C -0.8797 0.7066 -1.6005 -0.357 -1.163 0.632
O -0.5566 -3.7832 -0.8054 -0.271 -0.068 -0.674
H 1.9972 4.6019 -5.8667 0.199 -0.248 0.134
H -1.5097 -3.4700 3.5699 0.087 -0.156 0.147
C -0.4132 -2.7151 0.1161 0.060 -0.451 0.701
H -0.3349 3.6576 -4.3313 0.146 0.132 0.230
H 1.7688 3.9838 -0.2732 -0.295 0.213 0.130
C -1.9137 1.6453 -1.8875 -0.184 -0.187 0.140